(1)
C3H13N2O | wB97M-V/def2-TZVPD

Values from the calculation:
max |F|	4.3	eV Å⁻¹
LUMO (spin up / spin down)	0.90 / 0.61	eV
2S+1	2
energy	-8344.7865	eV
gap between HOMO and LUMO (spin up / spin down)	3.960 / 10.357	eV
energy above the lowest of the compared OMol25 structures with the same formula, charge and spin	169.0	kJ/mol

Each atom is followed by the atoms it is bonded to, with distances in Å.
Cartesian coordinates (Å):
1 N 0.640 0.569 0.215  C2 1.560, H6 1.003, H7 1.037, H8 1.118
2 C -0.622 -0.322 0.431  N1 1.560, C3 1.557, C4 1.599, H9 1.128
3 C -0.453 -1.748 -0.172  C2 1.557, H10 1.059, H11 1.081, H12 1.156
4 C -1.746 0.514 -0.339  C2 1.599, N5 1.410, H13 1.174, H14 1.184
5 N -1.320 1.578 -1.160  C4 1.410, H15 1.038, H16 0.985
6 H 0.483 0.993 -0.680  N1 1.003
7 H 1.500 0.130 0.593  N1 1.037
8 H 0.537 1.420 0.933  N1 1.118
9 H -0.796 -0.261 1.544  C2 1.128
10 H 0.050 -1.848 -1.098  C3 1.059
11 H -1.338 -2.362 -0.088  C3 1.081
12 H 0.449 -2.199 0.394  C3 1.156
13 H -2.366 -0.295 -0.921  C4 1.174
14 H -2.403 1.015 0.510  C4 1.184
15 H -0.592 1.252 -1.824  N5 1.038
16 H -2.135 2.007 -1.509  N5 0.985
17 H 3.099 0.167 1.675  O19 0.952
18 H 3.984 -0.418 0.700  O19 0.985
19 O 3.030 -0.193 0.796  H17 0.952, H18 0.985


(2)
C3H13N2O | wB97M-V/def2-TZVPD

Values from the calculation:
charge	+1
max |F|	5.2	eV Å⁻¹
LUMO	-3.49	eV
2S+1	1
energy	-8341.3399	eV
gap between HOMO and LUMO	9.803	eV
energy above the lowest of the compared OMol25 structures with the same formula, charge and spin	254.9	kJ/mol

Each atom is followed by the atoms it is bonded to, with distances in Å.
Cartesian coordinates (Å):
1 C -0.072 0.695 -1.256  N2 1.444, C3 1.508, H6 1.167, H7 1.120
2 N -0.713 1.090 -2.489  C1 1.444, H8 0.990, H9 1.008
3 C -0.661 -0.634 -0.853  C1 1.508, N4 1.460, H10 1.097, H11 1.100
4 N -0.005 -1.244 0.299  C3 1.460, C5 1.487, H12 1.166, H13 1.152
5 C -0.795 -0.976 1.529  N4 1.487, H14 1.157, H15 1.161, H16 1.144
6 H 1.083 0.741 -1.412  C1 1.167
7 H -0.245 1.397 -0.401  C1 1.120
8 H -0.168 0.949 -3.303  N2 0.990
9 H -0.934 2.065 -2.357  N2 1.008
10 H -1.746 -0.569 -0.709  C3 1.097
11 H -0.548 -1.374 -1.659  C3 1.100
12 H 0.992 -0.659 0.461  N4 1.166
13 H 0.361 -2.334 0.245  N4 1.152
14 H -0.572 -1.610 2.472  C5 1.157
15 H -0.909 0.122 1.891  C5 1.161
16 H -1.906 -1.247 1.486  C5 1.144
17 H 1.874 0.295 2.847  O19 0.970
18 H 2.683 1.435 2.358  O19 1.070
19 O 1.779 0.919 2.111  H17 0.970, H18 1.070


(3)
C3H13N2O | wB97M-V/def2-TZVPD

Values from the calculation:
charge	+1
max |F|	2.9	eV Å⁻¹
LUMO	-2.96	eV
2S+1	1
energy	-8343.0596	eV
gap between HOMO and LUMO	10.810	eV
energy above the lowest of the compared OMol25 structures with the same formula, charge and spin	89.0	kJ/mol

Each atom is followed by the atoms it is bonded to, with distances in Å.
Cartesian coordinates (Å):
1 C 0.295 -0.619 0.944  C2 1.533, N5 1.536, H6 1.099, H7 1.078
2 C -0.117 0.672 1.661  C1 1.533, C3 1.580, H8 1.103, H9 1.094
3 C -0.152 2.026 0.847  C2 1.580, N4 1.449, H10 1.091, H11 1.085
4 N -1.370 1.986 0.062  C3 1.449, H12 1.016, H13 1.013
5 N -0.080 -0.477 -0.539  C1 1.536, H14 1.020, H15 1.023, H16 1.021
6 H 1.382 -0.738 1.053  C1 1.099
7 H -0.320 -1.427 1.305  C1 1.078
8 H -1.161 0.456 1.945  C2 1.103
9 H 0.257 0.849 2.674  C2 1.094
10 H 0.768 1.948 0.267  C3 1.091
11 H -0.006 2.819 1.573  C3 1.085
12 H -2.245 2.030 0.577  N4 1.016
13 H -1.399 2.730 -0.624  N4 1.013
14 H 0.360 0.405 -0.802  N5 1.020
15 H -1.073 -0.322 -0.729  N5 1.023
16 H 0.345 -1.218 -1.099  N5 1.021
17 H 1.009 -3.817 -2.725  O19 0.971
18 H 2.173 -2.977 -2.392  O19 0.982
19 O 1.198 -2.973 -2.285  H17 0.971, H18 0.982


(4)
C3H13N2O3 | wB97M-V/def2-TZVPD

Values from the calculation:
charge	+1
max |F|	3.3	eV Å⁻¹
LUMO	-7.47	eV
2S+1	1
energy	-12434.4361	eV
gap between HOMO and LUMO	6.973	eV
energy above the lowest of the compared OMol25 structures with the same formula, charge and spin	505.2	kJ/mol

Each atom is followed by the atoms it is bonded to, with distances in Å.
Cartesian coordinates (Å):
1 C -2.299 0.375 -0.102  C2 1.447, N6 1.465, H7 1.108, H8 1.096
2 C -0.990 0.641 0.454  C1 1.447, C3 1.518, H10 1.091
3 C -0.179 -0.547 0.939  C2 1.518, N4 1.384, O5 1.420, H9 1.100
4 N 0.510 -0.275 2.108  C3 1.384, H11 1.008, H12 0.998
5 O 0.628 -1.153 -0.059  C3 1.420, H14 0.973
6 N -2.449 -0.553 -1.225  C1 1.465, H13 1.033, H15 1.029
7 H -2.886 -0.012 0.754  C1 1.108
8 H -2.775 1.325 -0.371  C1 1.096
9 H -0.920 -1.326 1.168  C3 1.100
10 H -1.057 1.578 1.009  C2 1.091
11 H 1.187 0.472 2.087  N4 1.008
12 H 0.113 -0.455 3.006  N4 0.998
13 H -2.939 -1.416 -0.939  N6 1.033
14 H 1.522 -0.821 0.134  O5 0.973
15 H -1.542 -0.874 -1.588  N6 1.029
16 H 2.815 -0.210 -0.987  O18 0.963
17 H 4.314 -0.024 -0.637  O18 0.966
18 O 3.456 -0.277 -0.272  H16 0.963, H17 0.966
19 H 1.450 1.598 -2.437  O21 0.964
20 H 0.582 0.796 -1.463  O21 0.957
21 O 1.460 1.158 -1.579  H19 0.964, H20 0.957


Look up the max |F| of the second one. 5.2 eV Å⁻¹


Look up the energy of the third one. -8343.0596 eV


Among the records above, which one has the lowest max |F|? number 3


What is the energy in the first record? -8344.7865 eV